Formula: C17H20N4OPdS7
Source: OMol25
Level of theory: ωB97M-V/def2-TZVPD

Each line ends with the natural charge from an NBO analysis.
Positions of all 50 atoms, in Å:
Pd  -0.2193  -0.0065  -0.6604  1.0215
C  -5.1786  -1.4120  0.4774  -0.7265
S  -4.0674  -1.0950  1.8723  0.2480
C  -2.7528  -0.3504  0.9297  -0.0803
S  -1.5244  -1.4799  0.4650  0.1121
N  -2.8575  0.9088  0.6567  -0.3684
N  -1.7797  1.3368  -0.0906  -0.2867
C  -1.7103  2.5567  -0.4487  0.0939
C  -0.5404  2.9765  -1.2409  0.1427
C  -0.3892  4.2620  -1.7315  -0.2167
C  0.7424  4.5479  -2.4867  -0.1538
C  1.6749  3.5544  -2.7274  -0.2354
C  1.4500  2.2878  -2.1969  0.0824
N  0.3786  2.0286  -1.4733  -0.4505
H  -6.0439  -1.9336  0.8817  0.2329
H  -4.6871  -2.0433  -0.2598  0.2325
H  -5.4946  -0.4739  0.0278  0.2255
H  -2.4902  3.2658  -0.1830  0.2059
H  -1.1385  5.0169  -1.5351  0.2271
H  0.8870  5.5418  -2.8891  0.2260
H  2.5582  3.7472  -3.3192  0.2313
H  2.1135  1.4389  -2.3394  0.2499
C  1.6759  -3.9441  -1.4486  -0.7415
S  -0.1176  -3.7563  -1.3657  0.2817
C  -0.4254  -3.1333  -2.9740  -0.4247
C  -0.8745  -1.9199  -3.3578  -0.3487
S  -1.3631  -0.4450  -2.5485  0.0232
S  -1.0681  -1.7108  -5.0926  0.4652
C  -0.6056  -3.3015  -5.5996  -0.5777
S  -0.5512  -3.7605  -7.1716  -0.0716
S  -0.1674  -4.2947  -4.2652  0.4746
H  1.9706  -4.4081  -0.5076  0.2211
H  2.1059  -2.9479  -1.5272  0.2682
H  1.9633  -4.5954  -2.2717  0.2135
C  0.7307  -0.5023  4.4650  -0.5879
C  1.7552  0.3146  3.6666  -0.1632
C  1.9048  1.7213  4.2562  -0.5870
C  3.1085  -0.4054  3.6272  -0.5873
C  1.2545  0.4294  2.2880  0.4417
N  0.8469  0.4838  1.2206  -0.4096
H  1.0848  -0.6114  5.4907  0.2181
H  0.5996  -1.4947  4.0341  0.2288
H  -0.2395  -0.0055  4.4840  0.2223
H  2.2716  1.6402  5.2798  0.2194
H  0.9486  2.2445  4.2733  0.2204
H  2.6156  2.3153  3.6815  0.2204
H  3.4849  -0.5102  4.6453  0.2171
H  3.8367  0.1578  3.0439  0.2225
H  3.0108  -1.3978  3.1881  0.2280
O  1.3128  -0.8378  -1.2428  -0.9003

Properties
Multiplicity: 1
HOMO level (eV): -7.248
Energy relative to the best compared isomer or geometry (same formula, charge and spin) (kcal/mol): 20.93
Gap between HOMO and LUMO (eV): 6.08
Maximum force (eV/A): 0.39
E_tot (eV): -105283.875

---

Formula: C17H20NO8P2SeV
Source: OMol25
Level of theory: ωB97M-V/def2-TZVPD

Each line ends with the Mulliken spin population.
Positions of all 50 atoms, in Å:
V  -0.3548  -0.8228  0.1359  -0.0089
O  0.4982  0.9461  0.1457  0.1232
C  1.7566  1.3386  0.1241  0.5114
C  2.8602  0.4735  0.0968  -0.0788
C  4.1810  0.9614  0.0517  0.1756
C  5.2413  0.0755  0.0210  -0.0691
C  5.0646  -1.3029  0.0319  0.1755
C  3.7692  -1.8014  0.0786  -0.0560
C  2.6667  -0.9494  0.1130  0.1409
O  1.4541  -1.4461  0.1659  0.0428
N  6.5988  0.6096  -0.0255  -0.0010
O  6.7470  1.8216  -0.0371  -0.0136
O  7.5330  -0.1762  -0.0511  -0.0007
H  1.9205  2.4163  0.1186  0.0230
H  4.3695  2.0254  0.0393  0.0087
H  5.9216  -1.9575  0.0062  0.0151
H  3.5845  -2.8671  0.0920  -0.0054
C  -0.7522  1.5117  2.8552  0.0000
P  -1.7324  0.4970  1.6941  0.0050
C  -2.9203  -0.3169  2.8029  0.0044
C  -2.7411  1.7698  0.8403  0.0019
C  -3.5230  2.6950  1.5319  -0.0043
C  -4.2689  3.6402  0.8503  0.0008
C  -4.2395  3.6724  -0.5391  -0.0008
C  -3.4667  2.7574  -1.2322  -0.0007
C  -2.7136  1.7995  -0.5531  0.0017
P  -1.6981  0.5414  -1.4239  0.0024
C  -0.7277  1.5655  -2.5830  0.0019
C  -2.9078  -0.2580  -2.5208  0.0048
H  -0.0794  2.1483  2.2851  0.0008
H  -0.1532  0.8424  3.4744  -0.0020
H  -1.3907  2.1192  3.4992  0.0002
H  -2.3737  -1.0676  3.3742  -0.0002
H  -3.6593  -0.8321  2.1906  0.0001
H  -3.3969  0.3940  3.4796  0.0000
H  -3.5515  2.6741  2.6154  0.0004
H  -4.8748  4.3515  1.3978  0.0000
H  -4.8225  4.4088  -1.0782  -0.0002
H  -3.4535  2.7850  -2.3158  0.0006
H  -0.0478  2.1979  -2.0160  0.0000
H  -1.3679  2.1787  -3.2195  0.0006
H  -0.1351  0.8984  -3.2107  -0.0030
H  -2.3763  -0.9897  -3.1286  -0.0002
H  -3.4180  0.4653  -3.1594  0.0002
H  -3.6206  -0.7955  -1.8958  0.0002
O  -1.1498  -2.2362  -1.1034  0.0006
Se  -2.1220  -2.8686  0.1204  0.0002
O  -2.3212  -4.4581  0.1235  0.0003
O  -3.4955  -2.0141  0.1699  0.0004
O  -1.0634  -2.2677  1.3055  0.0011

Properties
Multiplicity: 2
HOMO level (alpha / beta) (eV): -3.111 / -4.882
Energy relative to the best compared isomer or geometry (same formula, charge and spin) (kcal/mol): 0.00
Gap between HOMO and LUMO (alpha / beta) (eV): 5.57 / 7.34
Maximum force (eV/A): 1.39
E_tot (eV): -145433.983
Total charge: -1

---

Formula: C17H20O3
Source: OMol25
Level of theory: ωB97M-V/def2-TZVPD

Each line ends with the natural charge from an NBO analysis.
Positions of all 40 atoms, in Å:
C  -0.8570  -1.5966  3.0909  -0.6287
C  -0.4464  -2.8860  2.2806  -0.2072
C  -1.7797  -3.7327  2.0496  -0.6120
C  0.2777  -2.6092  0.9086  -0.4074
C  1.2068  -1.3473  0.8905  -0.2424
C  2.3384  -1.3426  1.9939  -0.6338
C  1.8672  -1.0549  -0.5025  -0.0652
O  2.5214  0.2584  -0.4959  -0.5484
C  1.6859  1.1469  -1.1858  0.4000
C  1.9515  1.4924  -2.5786  -0.2770
C  1.0999  2.3782  -3.3658  -0.1708
C  -0.0667  2.9300  -2.6963  -0.1285
C  -0.3178  2.6085  -1.2785  -0.1100
C  0.5342  1.7329  -0.5030  -0.2577
C  -1.6009  3.2446  -0.6446  0.5452
O  -1.6502  3.6559  0.4852  -0.4953
C  -2.8111  3.3453  -1.6342  -0.2574
C  -2.5806  3.6408  -2.9384  -0.2515
C  -1.1032  3.8578  -3.4125  0.5420
O  -0.7845  4.6867  -4.2255  -0.4974
H  -1.1213  -1.9352  4.1345  0.2138
H  -1.7938  -1.1893  2.6368  0.2079
H  -0.0393  -0.8470  3.2150  0.2142
H  0.1948  -3.5293  2.9495  0.1988
H  -2.3651  -3.3284  1.1871  0.2040
H  -1.5856  -4.8311  1.9997  0.2155
H  -2.4093  -3.5572  2.9672  0.2077
H  -0.5152  -2.5427  0.1106  0.2043
H  0.9070  -3.5100  0.6449  0.2066
H  0.5496  -0.4613  1.1147  0.2006
H  2.4523  -0.2709  2.3276  0.2205
H  2.0554  -1.9116  2.9162  0.2157
H  3.3444  -1.6404  1.5938  0.2162
H  1.0891  -1.0519  -1.3157  0.1875
H  2.6192  -1.8484  -0.7767  0.1918
H  2.8324  1.0226  -3.0645  0.2331
H  1.2992  2.6158  -4.4378  0.2448
H  0.2625  1.5566  0.5576  0.2455
H  -3.8564  3.1586  -1.3077  0.2372
H  -3.4052  3.6921  -3.6909  0.2376

Properties
Multiplicity: 1
HOMO level (eV): -9.375
Energy relative to the best compared isomer or geometry (same formula, charge and spin) (kcal/mol): 47.92
SMILES: CC(C)C[C@@H](C)COc1ccc2c(c1)C(=O)C=CC2=O
Gap between HOMO and LUMO (eV): 8.64
Maximum force (eV/A): 2.56
E_tot (eV): -24093.243

---

Formula: C17H21Cl2NO5SZr
Source: OMol25
Level of theory: ωB97M-V/def2-TZVPD

Each line ends with the natural charge from an NBO analysis.
Positions of all 48 atoms, in Å:
C  0.0033  -1.3685  -3.3214  -0.1511
C  0.8554  -0.2337  -3.4770  -0.0941
C  0.0261  0.9187  -3.5414  -0.1208
C  2.3073  -0.1752  -3.3847  -0.7300
C  -1.3257  0.5044  -3.4798  -0.1499
C  -1.3408  -0.9053  -3.2912  -0.1149
C  -2.5505  -1.7352  -3.1224  -0.6289
C  0.4212  -2.7797  -3.2709  -0.6213
C  0.5161  2.3145  -3.5417  -0.6338
C  -2.5136  1.3808  -3.5284  -0.6129
Zr  -0.4848  -0.5807  0.4423  2.3043
Cl  2.4566  1.1445  -0.9226  -0.7625
Cl  1.4957  -1.7652  -0.2199  -0.5021
O  -1.2499  0.8712  -0.6176  -1.0616
H  2.7452  -1.1669  -3.2488  0.1692
H  2.6013  0.4552  -2.3555  0.2512
H  2.7309  0.3052  -4.2740  0.1568
H  1.4220  2.4097  -2.9233  0.2441
H  -0.2245  3.0067  -3.1199  0.1688
H  0.7404  2.6430  -4.5685  0.1618
H  -2.3292  2.3429  -3.0390  0.1734
H  -3.3710  0.9199  -3.0303  0.1793
H  -2.8090  1.5791  -4.5688  0.1690
H  -3.3223  -1.1969  -2.5620  0.1801
H  -2.3369  -2.6575  -2.5820  0.1839
H  -2.9717  -2.0160  -4.0997  0.1587
H  1.3791  -2.8943  -2.7619  0.2066
H  0.5351  -3.1686  -4.2942  0.1641
H  -0.3042  -3.3992  -2.7329  0.1781
H  -1.5779  1.7853  -0.5476  0.4977
O  -1.7049  -2.1121  0.5301  -1.1220
H  -1.9340  -3.0625  0.6312  0.5020
O  2.8594  2.9512  4.8325  -0.9262
S  2.6966  1.5458  4.5388  2.2795
O  3.8263  0.6747  4.7619  -0.9184
N  1.9469  1.2906  3.0842  -0.7136
C  0.8123  0.6331  3.1644  0.6343
O  0.2163  0.1269  2.1325  -0.7904
C  0.3096  0.5051  4.5425  -0.1494
C  -0.8580  -0.0929  5.0420  -0.1691
C  -0.9568  -0.3059  6.4088  -0.2203
C  0.0865  0.0541  7.2736  -0.2072
C  1.2454  0.6568  6.7728  -0.2163
C  1.3141  0.8841  5.4101  -0.2168
H  -1.6536  -0.3428  4.3321  0.2286
H  -1.8457  -0.7731  6.8248  0.2095
H  0.0180  -0.1293  8.3340  0.2063
H  2.0978  0.9582  7.3686  0.2262

Properties
Multiplicity: 1
HOMO level (eV): 1.234
Energy relative to the best compared isomer or geometry (same formula, charge and spin) (kcal/mol): 19.25
Gap between HOMO and LUMO (eV): 2.43
Maximum force (eV/A): 4.23
E_tot (eV): -66860.776
Total charge: -2